1.
Density functional theory data (ωB97M-V/def2-TZVPD) for a single C5H7N3 molecule.

Properties
E_HOMO (Eh): -0.3253
Max |F| (eV/Å): 4.83
ΔE to the lowest compared entry with this formula, charge and spin (kJ/mol): 715.24
Charge: 0
SMILES string: Cc1[nH]nc2c1NC2

Last column: Löwdin charge in e.
Element x y z (Å)
C: 0.22 1.14 2.04  -0.1007
C: 0.42 0.56 0.60  -0.1784
N: 1.76 -0.20 0.26  -0.0341
N: 1.70 -0.80 -0.97  0.0375
C: 0.44 -0.56 -1.25  -0.2327
C: -0.40 0.17 -0.36  -0.2912
N: -1.58 0.01 -1.13  -0.0259
C: -0.98 -1.12 -1.95  -0.0941
H: -0.97 1.32 2.29  0.1060
H: 0.91 0.74 3.11  0.1493
H: 0.58 2.22 2.13  0.0406
H: 2.74 0.31 0.18  0.1675
H: -2.36 -0.33 -0.46  0.1455
H: -1.35 -2.09 -1.24  0.1426
H: -1.12 -1.38 -3.25  0.1681

=====

2.
Density functional theory data (ωB97M-V/def2-TZVPD) for a single C5H7N3 molecule.

Properties
E_HOMO (Eh): -0.3509
Max |F| (eV/Å): 4.83
ΔE to the lowest compared entry with this formula, charge and spin (kJ/mol): 374.11
Charge: 0
SMILES string: [H]/N=C1/N=C(C)N2C[C@H]12

Last column: Löwdin charge in e.
Element x y z (Å)
H: 1.67 1.81 -2.47  0.0816
N: 0.63 1.48 -2.37  0.1100
C: 0.47 0.65 -1.39  -0.3833
N: -0.81 0.06 -1.17  0.1656
C: -0.72 -0.52 -0.09  -0.4170
C: -1.90 -0.96 0.92  0.0112
N: 0.54 -0.90 0.38  0.0488
C: 0.95 0.36 1.01  -0.1190
C: 1.49 0.08 -0.31  -0.1235
H: -1.83 -2.04 0.76  0.0683
H: -1.90 -0.57 1.96  0.0778
H: -2.97 -0.92 0.65  0.0688
H: 1.63 0.43 1.82  0.0945
H: 0.22 1.21 1.03  0.1467
H: 2.53 -0.16 -0.72  0.1694

=====

3.
Density functional theory data (ωB97M-V/def2-TZVPD) for a single C5H7N3 molecule.

Properties
E_HOMO (Eh): -0.2712
Max |F| (eV/Å): 6.40
ΔE to the lowest compared entry with this formula, charge and spin (kJ/mol): 634.68
Charge: 0

Last column: Löwdin charge in e.
Element x y z (Å)
C: -0.12 -2.37 0.27  -0.1753
C: -0.19 -1.35 -0.68  -0.0761
C: 0.27 -1.12 2.09  0.0450
C: 0.29 0.54 0.70  -0.1831
C: 0.63 1.69 1.15  -0.0745
N: 0.05 -2.18 1.55  -0.0162
N: -0.05 -0.06 -0.51  -0.1919
N: -0.34 0.79 -1.61  0.0946
H: -0.12 -3.32 -0.02  0.0530
H: -0.20 -1.74 -1.67  0.1121
H: 0.26 -0.75 3.16  0.1016
H: 0.86 2.70 0.61  0.0779
H: 0.98 1.78 2.21  0.0537
H: -0.16 0.18 -2.37  0.0564
H: 0.31 1.64 -1.46  0.1227

=====

4.
Density functional theory data (ωB97M-V/def2-TZVPD) for 2 unconnected molecules or ions with the total composition C5H7N3.

Properties
E_HOMO (Eh): -0.3498
Max |F| (eV/Å): 5.46
ΔE to the lowest compared entry with this formula, charge and spin (kJ/mol): 347.28
Charge: 0
SMILES string: [H]/N=C/C.N#CC=C=N

Last column: Löwdin charge in e.
Element x y z (Å)
H: 0.17 0.05 2.11  0.0434
N: 0.58 -0.07 1.23  0.0737
C: 1.19 0.87 0.64  -0.3109
C: 1.68 0.48 -0.71  -0.1138
H: 1.35 1.89 1.03  0.1181
H: 1.12 -0.32 -1.13  0.0343
H: 1.62 1.47 -1.34  0.0988
H: 2.87 0.35 -0.82  0.1193
N: -1.94 1.96 0.29  0.1359
C: -1.87 0.89 -0.19  -0.2475
C: -1.75 -0.42 -0.75  -0.1262
C: -1.59 -1.45 -0.03  -0.2082
N: -1.46 -2.50 0.54  0.2137
H: -1.41 -0.48 -1.74  0.0993
H: -0.56 -2.74 0.88  0.0703

=====

5.
Density functional theory data (ωB97M-V/def2-TZVPD) for a molecular structure, C5H7N3.

Properties
E_HOMO (Eh): -0.7970
Max |F| (eV/Å): 4.28
ΔE to the lowest compared entry with this formula, charge and spin (kJ/mol): 126.82
Charge: +2

Last column: Löwdin charge in e.
Element x y z (Å)
C: 1.21 -1.85 -0.25  0.0459
C: -0.38 -0.07 0.00  -0.1093
C: 1.95 0.51 0.15  -0.0857
C: -0.17 -1.69 -0.07  0.0136
C: -1.72 0.41 0.00  0.0484
N: 0.69 0.70 0.08  0.2538
N: 2.26 -1.27 -0.18  0.2744
N: 3.11 1.02 0.25  0.3337
H: -0.94 -2.15 -0.73  0.1758
H: -0.55 -2.10 0.92  0.1953
H: -2.03 0.38 1.03  0.1442
H: -2.40 -0.33 -0.33  0.1093
H: -1.73 1.61 -0.26  0.2214
H: 3.24 2.08 0.28  0.2323
H: 3.85 0.51 -0.11  0.1467

=====

6.
Density functional theory data (ωB97M-V/def2-TZVPD) for a single C5H7N3O molecule.

Properties
2S+1: 3
E_HOMO (spin up / spin down) (Eh): -0.2008 / -0.3664
Max |F| (eV/Å): 6.57
ΔE to the lowest compared entry with this formula, charge and spin (kJ/mol): 225.93
Charge: 0

Last column: Löwdin spin population.
Element x y z (Å)
C: 2.59 -0.79 -0.03  0.0299
C: 1.38 -1.11 0.42  0.0469
C: -1.71 -0.92 -0.77  0.7364
C: -0.78 0.19 0.33  0.5838
C: -1.32 1.66 0.41  0.0493
N: 2.61 0.53 -0.40  0.0871
N: 1.39 0.95 -0.26  0.0728
N: 0.65 0.01 0.22  0.0512
O: -1.59 -0.91 0.68  0.1985
H: 3.56 -1.33 0.08  0.0003
H: 0.95 -2.06 0.73  0.0019
H: -2.53 -0.37 -1.12  0.0488
H: -1.15 -1.56 -1.31  0.0546
H: -0.81 2.09 1.34  0.0225
H: -2.42 1.67 0.23  -0.0001
H: -0.81 1.95 -0.54  0.0161